{"formula": "C3H4O2", "method": "ωB97M-V with the def2-TZVPD basis set", "max_force_ev_per_a": 2.85, "e_above_lowest_kcal_mol": 20.5, "homo_ev": -10.6, "homo_lumo_gap_ev": 10.942, "smiles": "C=CC(=O)O", "lumo_energy_ev": 0.34, "total_energy_ev": -7269.795, "elements": ["C", "C", "C", "O", "O", "H", "H", "H", "H"], "coordinates": [[1.529, 0.234, 0.048], [0.327, -0.329, -0.153], [-1.013, 0.399, -0.136], [-1.067, 1.615, -0.035], [-2.106, -0.362, 0.118], [2.552, -0.227, 0.176], [1.497, 1.380, 0.220], [0.303, -1.389, -0.101], [-2.022, -1.321, -0.136]]}